Entry from OMol25: a cluster of 2 separate species, C4H11N3O2 in total (ωB97M-V/def2-TZVPD).

Each line ends with the natural charge from an NBO analysis.
Positions of all 20 atoms, in Å:
O -1.16 2.25 2.96  -0.58
O -0.93 0.46 1.65  -0.70
N 0.21 0.86 -1.77  -0.85
N 1.20 -0.40 -3.50  -0.78
N -0.49 -1.30 -2.26  -0.63
C 0.38 -0.26 -2.54  0.58
C -0.47 1.33 2.61  0.79
C -0.77 -1.84 -0.92  -0.44
C 0.89 0.88 3.09  -0.74
H -0.53 -2.87 -0.68  0.21
H 1.81 0.34 -3.77  0.35
H -1.84 -1.60 -0.81  0.19
H 0.99 1.33 -1.35  0.39
H -0.33 -2.10 -2.86  0.39
H -1.86 0.74 1.65  0.49
H 1.08 1.16 4.14  0.25
H 1.65 1.51 2.60  0.25
H -0.60 0.93 -1.17  0.38
H -0.30 -1.26 -0.12  0.21
H 1.08 -0.18 3.06  0.24

Computed properties:
**Spin multiplicity**: 1
**HOMO energy**: -8.59 eV
**Net charge**: 0
**Electronic energy**: -12891.5322 eV
**E_LUMO**: 0.419 eV
**Relative energy (zero: lowest compared OMol25 entry of this formula, charge and spin)**: 125.2 kJ/mol
**Kohn-Sham gap**: 9.00 eV
**Structure (SMILES)**: [H]/N=C(\N)NC.CC(=O)O



Entry from OMol25: the molecule C4H10O2 (ωB97M-V/def2-TZVPD).

Each line ends with the natural charge from an NBO analysis.
Positions of all 16 atoms, in Å:
O 1.33 -0.36 0.36  -0.52
O -1.49 1.41 -0.85  -0.73
C -1.16 0.60 0.27  -0.14
C 1.54 1.02 0.45  -0.26
C 0.08 -0.54 -0.24  0.10
C -0.18 -2.07 -0.22  -0.64
H 2.36 1.21 1.15  0.19
H -1.20 1.29 1.17  0.19
H 0.55 1.39 0.78  0.18
H 0.37 -2.62 -1.00  0.22
H 0.09 -0.18 -1.28  0.17
H 1.75 1.47 -0.54  0.16
H -0.95 2.22 -0.85  0.47
H -1.24 -2.27 -0.38  0.21
H -2.00 -0.05 0.46  0.18
H 0.14 -2.51 0.73  0.22

Computed properties:
**Spin multiplicity**: 1
**HOMO energy**: -9.50 eV
**Net charge**: 0
**Electronic energy**: -8402.9329 eV
**E_LUMO**: 0.913 eV
**Relative energy (zero: lowest compared OMol25 entry of this formula, charge and spin)**: 252.2 kJ/mol
**Kohn-Sham gap**: 10.42 eV
**Structure (SMILES)**: CO[C@@H](C)CO



Entry from OMol25: a structure of composition C29H59IO28V (ωB97M-V/def2-TZVPD).

Each line ends with the Mulliken spin population.
Positions of all 118 atoms, in Å:
I 0.19 -0.15 0.05  -0.04
V 1.61 -0.27 2.41  2.97
O 3.10 0.05 -2.84  0.00
O 0.37 1.47 3.15  0.03
O -2.60 -0.12 -5.75  0.00
O -4.90 0.40 -4.06  0.00
O 2.73 -4.02 0.34  0.00
O 4.25 2.21 0.26  0.00
O -1.62 -3.18 3.10  0.00
O 5.55 0.80 1.26  0.00
O -1.43 4.25 -2.81  0.00
O 0.15 -1.78 3.10  -0.04
O -5.93 1.87 -5.41  0.00
O -0.74 0.24 -4.51  0.00
O -2.27 -1.52 -4.11  0.00
O -6.11 2.14 -3.21  0.00
O 2.57 -0.53 4.35  0.02
O 4.06 -1.90 -3.46  0.00
O -5.36 -2.09 1.24  0.00
O 0.71 4.78 -1.93  0.00
O -4.60 -3.48 -0.43  0.00
O 3.28 0.86 1.67  -0.03
O -0.95 3.29 3.33  0.00
O -1.07 -2.34 4.99  0.00
O -3.80 -1.44 -0.29  0.00
O -0.58 6.16 -3.24  0.00
O 2.90 -2.20 1.84  0.03
O 2.21 -4.32 2.48  0.00
O 5.04 -0.55 -1.91  0.00
O 0.74 3.27 4.68  0.00
C -2.50 1.18 -6.42  0.00
C 3.56 -0.79 5.28  0.00
C -0.35 5.07 -2.60  0.00
C -0.75 -2.39 3.68  0.01
C 6.22 -1.22 -1.88  0.00
C 2.66 -3.45 1.59  0.01
C -6.89 2.85 -5.77  0.00
C -5.45 -4.51 -0.03  0.00
C -1.52 -2.00 -3.06  0.00
C 4.05 -0.87 -2.78  0.00
C 2.03 0.05 -3.81  0.00
C -1.43 -3.51 1.72  0.00
C 0.26 7.32 -3.09  0.00
C -1.77 -0.39 -4.85  0.00
C 2.61 -4.14 3.84  0.00
C 5.81 -0.36 2.14  0.00
C -5.67 1.48 -4.14  0.00
C -1.28 2.88 -2.36  0.00
C 4.26 1.23 1.14  0.01
C -0.11 -1.79 5.93  0.00
C 3.06 2.57 -0.27  0.00
C 2.80 -3.32 -0.83  0.00
C -4.93 -0.38 -2.99  0.00
C -3.65 -0.19 0.24  0.00
C -4.64 -2.30 0.28  0.00
C -1.94 2.79 2.44  0.00
C 3.19 -0.91 6.81  0.00
C 1.83 2.67 5.36  0.00
C 0.03 2.58 3.68  0.01
H 1.21 6.90 -3.43  0.00
H 1.55 1.74 5.86  0.00
H -5.85 -0.45 -2.41  0.00
H 1.86 -3.74 4.52  0.00
H -3.17 -0.14 1.21  0.00
H -5.70 -4.47 1.03  0.00
H 2.54 -2.26 -0.77  0.00
H -1.11 2.79 -1.28  0.00
H -2.11 2.24 -2.63  0.00
H 3.49 -3.48 3.86  0.00
H 2.61 2.53 4.62  0.00
H 1.16 0.53 -3.35  0.00
H 2.11 3.35 6.16  0.00
H -4.70 -1.38 -3.36  0.00
H 5.45 -0.02 3.11  0.00
H -0.48 -4.06 1.71  0.00
H 1.75 -0.95 -4.13  0.00
H 2.13 -3.74 -1.58  0.00
H 4.17 0.11 5.30  0.00
H -5.01 -5.49 -0.20  0.00
H -1.53 2.65 1.44  0.00
H -2.26 2.00 -5.74  0.00
H -0.76 -1.88 6.81  0.00
H -0.51 -1.98 -3.45  0.00
H 5.21 -1.20 1.79  0.00
H 3.71 -3.62 -1.34  0.00
H -1.86 -2.99 -2.73  0.00
H 2.93 -5.12 4.19  0.00
H 0.13 -0.78 5.63  0.00
H 0.05 7.92 -3.97  0.00
H -4.13 -0.07 -2.33  0.00
H -4.62 0.28 0.43  0.00
H 2.61 1.74 -0.81  0.00
H -0.45 2.37 -2.85  0.00
H 6.69 -0.91 -0.94  0.00
H 6.83 -0.74 2.25  0.00
H -1.46 -1.20 -2.32  0.00
H 2.72 -1.88 7.00  0.00
H -1.45 -2.70 1.00  0.00
H -6.35 -4.32 -0.62  0.00
H -7.78 2.33 -6.13  0.00
H -1.81 1.24 -7.26  0.00
H -2.97 0.35 -0.43  0.00
H -6.56 3.45 -6.62  0.00
H -2.26 -4.14 1.39  0.00
H 2.36 2.82 0.53  0.00
H -2.75 3.51 2.36  0.00
H -7.14 3.53 -4.95  0.00
H 0.33 7.86 -2.15  0.00
H 6.23 -2.29 -1.65  0.00
H -2.31 1.90 2.95  0.00
H 4.31 -1.53 5.01  0.00
H 4.02 -0.68 7.48  0.00
H -3.52 1.33 -6.78  0.00
H 2.57 -0.09 7.17  0.00
H 6.83 -0.91 -2.73  0.00
H 0.74 -2.43 6.21  0.00
H 2.31 0.71 -4.63  0.00
H 3.02 3.39 -0.98  0.00

Computed properties:
**Spin multiplicity**: 4
**HOMO energy (spin up / spin down)**: -6.76 / -7.37 eV
**Net charge**: 0
**Electronic energy**: -122145.1505 eV
**E_LUMO (spin up / spin down)**: 0.537 / 0.538 eV
**Kohn-Sham gap (spin up / spin down)**: 7.29 / 7.91 eV
**⟨S²⟩**: 3.755